No. 1
The following is a quantum chemistry calculation of a 2-piece molecular cluster, FH2O overall in a non-equilibrium geometry, from the Open Molecules 2025 dataset.

Output
⟨S²⟩: 0.75
Orbital gap (alpha / beta) in eV: 13.103 / 9.673
LUMO energy (alpha / beta) in hartree: 0.022 / -0.072
Total charge: 0
Multiplicity: 2

The geometry in XYZ format:
```
4
Properties=species:S:1:pos:R:3:forces:R:3
F -0.294680 -1.244949 0.000000 -0.91 0.88 0.00
O 0.864918 1.380043 0.000000 -0.12 0.14 0.00
H -1.017981 -0.633057 0.000000 0.54 -1.00 0.00
H 0.447743 0.497963 0.000000 0.49 -0.03 0.00
```
Forces are in eV/Å.

=====

No. 2
The following is a quantum chemistry calculation of C19H13HfNO6S as an isolated structure, from the Open Molecules 2025 dataset.

Output
Orbital gap in eV: 8.221
LUMO energy in hartree: -0.282
Total charge: +2

The geometry in XYZ format:
```
41
Properties=species:S:1:pos:R:3:forces:R:3
Hf -1.077093 1.379204 0.920653 -0.29 0.09 -0.54
S -1.634639 4.375289 0.991786 0.03 -0.30 0.42
O -0.640625 3.240031 1.569888 -0.34 0.60 -0.41
O -3.628932 0.340669 3.952173 -0.15 0.04 0.08
O 2.575279 -0.479567 0.872211 0.14 0.00 -0.12
O -2.712720 1.010399 1.972238 -0.20 -0.25 0.69
O 0.627580 0.587741 0.321425 0.67 -0.34 0.42
O 0.899555 -1.982311 5.624228 -0.10 0.17 -0.23
N -0.463963 0.123416 2.487322 0.15 -0.43 0.54
C 0.782409 7.450449 0.710241 0.00 0.01 -0.01
C -1.464016 2.643548 -1.163565 0.03 0.45 -0.24
C -2.325936 3.405999 -0.342184 0.01 0.00 -0.09
C -0.923053 -0.799376 4.607465 0.06 -0.05 0.03
C -2.705505 0.430007 3.224008 0.22 0.12 -0.65
C 0.398566 -1.287137 4.617264 0.27 -0.35 0.39
C 1.485772 -0.125536 1.144147 -0.63 0.27 -0.15
C -0.638002 5.584917 0.265355 0.17 0.14 -0.16
C -3.353446 1.300186 -1.831250 0.14 -0.10 -0.06
C 0.928533 7.628030 -0.661511 0.03 0.05 -0.03
C -0.514655 5.761712 -1.115576 0.09 0.10 0.13
C 0.782881 -0.390309 2.462154 -0.22 0.02 0.17
C 1.264137 -1.099975 3.519822 -0.04 0.01 -0.04
C -4.199322 2.104074 -1.092000 -0.10 0.10 0.09
C -1.974624 1.568460 -1.873880 -0.21 -0.06 -0.17
C -0.022443 6.434743 1.191496 0.08 0.04 -0.14
C -1.315550 -0.099965 3.505088 0.28 -0.12 -0.10
C 0.276303 6.801555 -1.569564 -0.01 -0.01 0.01
C -3.686339 3.147772 -0.315897 -0.09 -0.07 0.06
H -1.312745 0.973497 -2.490240 0.00 -0.03 -0.03
H 1.548417 8.434362 -1.031874 -0.01 -0.01 0.02
H -3.751117 0.462524 -2.388834 0.00 0.00 -0.01
H 0.380739 6.971070 -2.632561 0.00 0.01 0.02
H -1.043526 5.142004 -1.824402 -0.01 -0.03 0.01
H -4.340199 3.710103 0.340128 0.01 0.00 -0.01
H -0.405995 2.887333 -1.232821 0.07 0.01 0.02
H -5.262002 1.902111 -1.068826 0.01 0.00 -0.01
H 2.257247 -1.528154 3.519961 0.00 0.00 0.01
H -0.157566 6.306115 2.259531 -0.04 -0.04 -0.04
H 1.283152 8.115243 1.401040 -0.02 -0.02 -0.01
H -1.615100 -0.986777 5.419015 0.00 0.00 -0.01
H 0.265045 -2.103856 6.341646 -0.04 -0.05 0.14
```
Forces are in eV/Å.

=====

No. 3
The following is a quantum chemistry calculation of one molecule with the formula C4H5ClOS in a non-equilibrium geometry, from the Open Molecules 2025 dataset.

Output
SMILES: O[C@H]1C(=S)C[C@H]1Cl
Orbital gap in eV: 8.454
LUMO energy in hartree: -0.013
Total charge: 0
Relative energy (zero: lowest compared OMol25 entry of this formula, charge and spin) in kJ/mol: 298.1

The geometry in XYZ format:
```
12
Properties=species:S:1:pos:R:3:forces:R:3
Cl -2.175038 -0.894348 -1.239118 1.03 -0.07 1.20
S 2.105066 1.291759 1.304741 -0.28 0.12 -0.01
O 0.768706 -0.552569 -1.253319 6.98 -2.89 -1.55
C -1.012846 -0.405061 0.078867 0.61 -4.12 2.39
C 0.805320 0.630947 0.661772 -2.10 -0.55 -0.23
C 0.562677 -0.807221 0.083326 -3.12 3.31 -0.44
C -0.703845 1.005896 0.122120 1.38 1.47 2.74
H -1.175391 -0.884888 1.119147 -1.47 1.16 -1.58
H -0.614622 1.557150 -0.748273 0.53 0.30 -2.41
H -1.456082 1.627517 0.607824 0.44 -0.01 1.09
H 1.089680 -1.650378 0.491382 -0.36 -0.63 0.35
H 1.806375 -0.918804 -1.228469 -3.64 1.90 -1.55
```
Forces are in eV/Å.

=====

Q: Which of these has the highest total charge?
A: C19H13HfNO6S